Below is a structure of composition C27H43BrFGeN6O3Ti, with properties calculated with ωB97M-V/def2-TZVPD.

Last column: Löwdin charge in e.
Atoms and positions in Å:
Ti 0.391 0.242 -0.376  0.5312
C 0.342 1.310 2.364  -0.1643
C -0.667 2.217 1.645  -0.1632
N -0.372 2.194 0.212  -0.1388
C -1.384 2.867 -0.622  -0.0756
C -2.892 0.742 -0.409  -0.0882
N -2.036 -1.279 0.610  -0.0136
C -1.900 -1.026 2.033  -0.1723
C -0.410 -1.054 2.402  -0.1846
N 0.384 -0.015 1.731  -0.1692
H 1.339 1.767 2.274  0.1249
H 0.093 1.235 3.433  0.1289
H -1.691 1.869 1.798  0.1063
H -0.601 3.234 2.065  0.1379
H 0.504 2.705 0.088  0.1020
H -1.916 3.626 -0.037  0.1291
H -0.874 3.377 -1.444  0.1338
H -3.329 1.110 0.530  0.1275
H -3.673 0.198 -0.960  0.1359
H -2.963 -1.629 0.368  0.1324
H -2.379 -0.090 2.354  0.1124
H -2.388 -1.848 2.556  0.1324
H -0.308 -0.976 3.494  0.1257
H -0.026 -2.031 2.087  0.0981
H 1.356 -0.344 1.733  0.0479
F 2.009 -1.274 -6.204  0.0630
C 0.839 -0.636 -5.942  -0.1757
C 0.559 -0.317 -4.634  0.1167
C -0.611 0.384 -4.312  -0.0279
C -0.871 0.751 -2.941  -0.1896
O -0.004 0.449 -2.055  -0.1978
C -2.059 1.495 -2.681  -0.0140
C -2.873 1.800 -3.722  0.0697
N -2.654 1.418 -5.014  0.0156
C -3.619 1.757 -6.014  -0.2638
C -4.460 0.663 -6.613  -0.0935
C -5.076 1.663 -5.687  -0.0705
C -1.516 0.722 -5.342  -0.1123
C -1.224 0.343 -6.652  0.0627
C -0.032 -0.312 -6.982  -0.1342
N 0.189 -0.624 -8.345  -0.1140
C 1.239 -1.552 -8.729  -0.1312
C 1.034 -1.883 -10.219  -0.0788
N -0.389 -1.602 -10.534  0.0459
C -0.645 -0.137 -10.545  -0.0762
C 0.080 0.446 -9.317  -0.1225
C -2.552 2.023 -1.289  -0.6112
O -3.618 2.756 -1.400  -0.1614
O -1.782 -0.114 -0.184  -0.2739
H 1.253 -0.588 -3.849  0.1411
H -3.746 2.396 -3.492  0.1400
H -3.296 2.565 -6.663  0.1568
H -4.311 -0.337 -6.234  0.1129
H -4.693 0.707 -7.667  0.1003
H -5.350 1.330 -4.701  0.1135
H -5.735 2.413 -6.090  0.1123
H -1.920 0.577 -7.440  0.1077
H 1.144 -2.451 -8.119  0.1398
H 2.249 -1.149 -8.581  0.1393
H 1.264 -2.929 -10.419  0.1413
H 1.661 -1.266 -10.864  0.1396
H -0.924 -1.984 -9.741  0.1900
H -0.690 -2.044 -11.405  0.1928
H -1.722 0.024 -10.485  0.1370
H -0.280 0.301 -11.474  0.1398
H -0.477 1.282 -8.902  0.1296
H 1.071 0.823 -9.604  0.1393
C 3.660 -0.928 1.610  -0.2350
Ge 3.783 0.154 -0.078  0.7008
C 4.416 -1.012 -1.574  -0.2298
C 5.211 1.506 0.285  -0.2286
C 2.139 1.090 -0.468  -0.3788
H 4.649 -1.322 1.828  0.0170
H 2.988 -1.778 1.516  -0.0191
H 3.371 -0.315 2.465  0.0122
H 5.428 -1.351 -1.388  0.0078
H 4.410 -0.442 -2.501  0.0066
H 3.772 -1.875 -1.689  -0.0337
H 6.157 1.022 0.488  0.0057
H 4.958 2.120 1.145  0.0073
H 5.344 2.163 -0.568  0.0064
H 2.340 2.047 -0.966  -0.0276
Br 0.977 -2.104 -0.698  0.2536

Cartesian forces, eV/Å:
4.157 -0.198 3.135
-0.105 0.618 0.169
0.094 -0.143 0.598
0.265 0.769 -0.154
-0.704 0.161 -0.376
-0.724 0.813 -0.307
-0.424 -0.264 -0.206
0.541 0.509 -0.043
-0.585 -0.363 0.265
0.365 -0.431 0.939
-0.261 -0.230 -0.005
0.024 -0.006 -0.178
0.113 0.028 -0.036
-0.083 -0.208 -0.193
-0.157 -0.264 0.058
0.059 -0.114 -0.072
0.073 0.047 0.143
0.174 -0.090 -0.088
0.129 0.003 0.117
0.156 0.328 -0.088
-0.008 -0.126 -0.009
-0.073 -0.036 -0.041
0.052 0.050 -0.158
0.029 0.252 0.014
-0.162 0.146 0.199
-0.240 0.150 -0.033
0.259 -0.065 0.611
-0.009 -0.011 -0.346
0.135 -0.278 -0.216
-0.598 0.527 -0.092
-2.102 1.244 -5.123
0.783 -0.436 0.443
0.237 -0.192 -0.532
-0.146 0.032 0.715
-0.249 0.201 -0.501
0.024 -0.074 -0.078
0.038 -0.007 0.033
0.335 -0.116 0.375
0.521 -0.157 -0.217
-0.787 0.329 0.159
0.097 0.011 0.194
0.187 -0.152 0.165
0.701 -0.155 0.189
-0.300 -0.398 -0.166
-0.093 0.799 0.141
-0.022 0.132 -0.154
1.047 -0.780 0.794
-0.831 0.354 -0.367
-0.174 -0.645 0.435
0.022 0.000 0.023
-0.154 0.064 0.077
-0.080 -0.030 0.001
0.043 -0.063 0.096
-0.012 0.086 -0.061
0.011 -0.082 0.129
0.010 0.132 -0.097
-0.122 -0.014 -0.051
0.060 0.039 -0.097
-0.130 -0.083 -0.092
-0.129 0.062 -0.063
-0.180 -0.013 -0.035
-0.060 0.036 -0.294
0.007 0.036 0.159
0.029 -0.143 -0.012
0.024 -0.220 -0.021
0.011 -0.038 -0.117
-0.027 0.001 0.043
0.104 0.210 -0.531
0.468 -0.064 0.239
-0.216 0.409 0.462
-0.467 -0.383 -0.127
-1.298 -0.744 0.010
0.143 -0.052 0.042
-0.091 -0.053 -0.044
-0.036 0.118 0.049
0.232 -0.053 0.072
-0.010 0.093 -0.075
-0.141 -0.106 0.004
0.280 -0.176 0.049
-0.118 0.060 0.131
-0.009 0.106 -0.191
-0.012 0.060 0.141
0.088 -0.763 0.070

As for the spin multiplicity: 1. The energy above the lowest of the compared OMol25 structures with the same formula, charge and spin comes out at 4.610 eV. As for the total charge: +1. Its frontier orbital gap (spin up / spin down) is 0.1789 / 0.1796 hartree.

Below is a structure of composition C27H43Cl2CuF9N3O5Si, with properties calculated with ωB97M-V/def2-TZVPD.

Last column: Löwdin charge in e.
Atoms and positions in Å:
C -2.544 3.664 -6.697  -0.2420
C -1.774 3.183 -7.863  -0.2543
H -2.575 4.752 -6.694  0.0436
H -1.968 3.306 -5.715  -0.2119
H -3.563 3.284 -6.695  0.0681
C -1.577 3.917 -8.984  -0.1219
C -2.143 5.277 -9.170  -0.1274
H -1.024 3.497 -9.825  0.0870
H -1.970 5.908 -8.285  0.0684
H -3.230 5.237 -9.354  0.0762
H -1.672 5.756 -10.040  0.0595
Cu -0.239 0.264 -2.382  -0.0871
Cl -1.892 -0.634 -3.396  -0.0193
C 0.605 -2.020 -2.000  -0.3732
O 1.099 -0.908 -1.696  -0.1058
N 1.216 -2.836 -2.855  -0.1686
C 2.539 -2.484 -3.351  -0.0302
C 0.447 -3.798 -3.623  -0.0498
H -0.362 -2.382 -1.613  0.1219
H 3.128 -2.032 -2.543  0.0984
H 2.475 -1.794 -4.208  0.0718
H 3.016 -3.403 -3.695  0.0833
H -0.491 -3.979 -3.088  0.0902
H 1.024 -4.722 -3.725  0.0808
H 0.227 -3.406 -4.628  0.0879
H 3.840 -2.373 2.741  0.0941
H 1.687 -3.964 4.208  0.0901
C 3.051 -1.615 2.802  -0.0510
C 1.456 -2.886 4.237  -0.0608
N 1.755 -2.249 2.959  -0.2034
H 3.033 -1.011 1.890  0.0947
C 1.072 -2.650 1.852  -0.3232
O 1.358 -2.359 0.693  0.0300
H 0.385 -2.766 4.471  0.0784
H 0.194 -3.284 2.099  0.1338
H 3.223 -0.994 3.679  0.0746
H 2.057 -2.406 5.016  0.0849
H -0.279 5.277 0.237  0.0940
H 0.796 4.320 -2.780  0.0268
C 0.763 4.917 0.279  -0.0564
C 1.566 4.237 -1.995  -0.0398
N 0.997 3.865 -0.697  -0.1784
H 0.960 4.530 1.290  0.0819
C 0.428 2.663 -0.553  -0.2536
O 0.416 1.877 -1.504  -0.0420
H 2.322 3.504 -2.308  0.0927
H 0.042 2.410 0.453  0.1440
H 1.430 5.748 0.037  0.0793
H 2.026 5.214 -1.859  0.0748
O -0.305 1.638 -6.690  -0.2364
C -1.227 1.772 -7.767  -0.2746
C 0.535 1.669 -9.592  -0.0527
C -0.673 1.225 -9.055  -0.1991
H 1.150 2.374 -9.041  0.1108
C 0.939 1.201 -10.847  -0.0872
H -2.076 1.154 -7.453  0.1508
C -1.442 0.282 -9.721  -0.0321
H 1.901 1.528 -11.263  0.1020
C 0.132 0.309 -11.542  -0.1175
C -1.065 -0.151 -10.989  -0.0911
H -2.328 -0.092 -9.212  0.1172
H 0.419 -0.018 -12.547  0.0922
H -1.710 -0.847 -11.522  0.0934
Si 1.082 0.953 -6.118  0.2989
Cl -0.695 3.728 -4.973  0.1305
C 2.620 1.668 -6.809  -0.1649
C 0.859 -0.840 -6.628  -0.1354
C 1.309 1.094 -4.322  -0.1932
H 2.699 1.594 -7.892  0.0064
H 3.432 1.089 -6.351  0.0319
H 2.699 2.714 -6.503  0.0429
H 1.398 2.090 -3.859  0.0083
H 2.103 0.425 -3.952  0.0471
H 0.267 0.681 -4.151  -0.0148
H 0.762 -0.925 -7.718  0.0265
H -0.049 -1.286 -6.203  0.0274
H 1.706 -1.469 -6.338  0.0096
F -2.069 -0.928 5.382  0.1381
C -1.744 0.394 5.198  -0.4951
F -2.910 1.101 5.112  0.1555
F -1.050 0.831 6.288  0.1498
C -0.956 0.587 3.974  -0.0358
O -1.635 0.513 2.820  0.1588
C -2.152 -0.714 2.303  -0.5906
F -1.489 -1.770 2.814  0.1639
F -3.450 -0.809 2.588  0.2003
F -1.987 -0.651 0.979  0.2093
C 0.411 1.090 3.992  -0.4862
F 1.176 0.374 4.880  0.1292
F 1.001 0.977 2.762  0.1499
F 0.486 2.405 4.364  0.1446

Cartesian forces, eV/Å:
-1.002 -0.815 -0.381
0.297 0.473 -1.300
-0.090 -0.043 0.264
-2.548 0.202 -2.337
-0.468 -0.183 -0.321
0.073 -1.037 0.688
-0.094 0.618 -0.212
-0.122 0.171 0.259
-0.109 -0.101 -0.322
0.240 0.108 0.088
-0.175 0.043 0.197
-0.993 0.779 -0.162
-0.948 -0.544 -0.370
0.381 1.449 0.214
0.685 -2.275 0.815
0.366 -0.391 -0.354
-0.168 0.120 -0.173
0.040 0.025 0.098
0.296 0.193 -0.103
-0.232 -0.070 -0.288
0.054 -0.121 0.339
0.069 0.006 0.050
0.134 -0.067 -0.282
-0.167 -0.009 0.046
-0.041 -0.068 0.300
0.053 0.131 -0.095
0.015 0.295 0.172
-0.173 -0.021 -0.125
-0.241 -0.149 -0.226
-0.186 -0.180 -0.055
0.107 -0.158 0.228
0.255 0.175 -1.129
-0.244 -0.484 1.611
0.398 -0.052 0.042
0.246 0.160 -0.068
0.121 0.148 -0.074
-0.224 -0.119 -0.115
0.324 0.015 0.006
0.140 -0.225 0.107
-0.256 -0.257 0.141
-0.220 0.030 -0.216
-0.041 0.302 0.335
0.003 0.297 -0.230
0.415 -0.471 -1.266
0.037 0.935 1.394
-0.275 0.183 0.128
-0.053 0.170 -0.271
-0.111 -0.143 0.329
0.147 -0.064 -0.106
0.520 0.032 -0.255
0.425 -0.457 0.986
-0.029 -0.357 -0.493
-0.144 0.124 0.321
-0.219 -0.023 -0.087
0.274 0.163 0.462
-0.119 -0.123 -0.257
0.259 0.027 -0.374
-0.499 -0.126 0.106
-0.285 -0.207 -0.529
0.104 -0.012 0.199
0.014 0.059 -0.304
-0.038 0.059 0.373
0.243 0.064 -0.022
-1.241 0.297 -1.394
4.330 1.692 4.043
0.595 0.067 -0.590
0.306 -0.495 -0.027
-0.835 -0.179 0.635
0.214 0.018 -0.036
0.108 0.189 -0.097
0.038 -0.057 -0.012
-0.228 -0.503 -0.542
-0.469 0.057 -0.072
0.866 0.332 0.520
0.062 0.150 0.120
0.083 0.232 0.119
0.038 -0.100 -0.003
0.160 1.286 0.083
-0.617 0.022 1.396
0.912 -0.778 0.323
-0.856 -0.542 -0.795
-1.201 -0.675 -0.642
0.152 -0.673 -0.561
0.351 0.583 -0.666
-0.653 0.833 -0.358
0.789 -0.085 -0.028
-0.179 -0.260 1.375
2.442 0.537 -0.604
-0.614 0.715 -0.717
-0.764 0.185 1.383
-0.006 -1.055 -0.250

As for the spin multiplicity: 2. The energy above the lowest of the compared OMol25 structures with the same formula, charge and spin comes out at 3.397 eV. As for the total charge: -1. Its frontier orbital gap (spin up / spin down) is 0.1710 / 0.0736 hartree.